The following is a DFT calculation (wB97M-V/def2-TZVPD) of a molecular structure, C38H31ClEuN2O2P in a non-equilibrium geometry.

Last column: Löwdin charge in e.
Atoms and positions in Å:
C  2.68933  -0.48271  0.22147  -0.183
C  2.69144  -0.80528  -1.16121  -0.173
C  2.57246  0.41050  -1.90010  -0.211
H  2.81593  -1.79696  -1.58645  0.072
C  2.51347  1.49151  -0.96478  -0.262
C  2.60604  0.93371  0.34922  -0.245
H  2.60687  1.49405  1.28370  0.079
H  2.75938  -1.18772  1.05116  0.085
H  2.60633  0.51118  -2.97859  0.080
H  2.39651  2.54569  -1.21080  0.077
Eu  -0.14747  0.66897  -0.35338  1.617
Cl  -0.83971  3.00505  -1.13719  -0.223
P  -0.61190  -0.68819  -3.04456  1.001
C  0.02716  0.22167  -4.47861  -0.385
C  0.39876  -0.40460  -5.68116  -0.089
H  0.36038  -1.49041  -5.76899  0.103
C  0.81229  0.36994  -6.76890  -0.080
H  1.07525  -0.12110  -7.70922  0.106
C  0.87764  1.76300  -6.66360  -0.076
H  1.18104  2.36722  -7.52153  0.106
C  0.55494  2.38688  -5.44976  -0.069
H  0.62094  3.47251  -5.35175  0.111
C  0.14344  1.62467  -4.36242  -0.111
H  -0.10644  2.11469  -3.41362  0.010
C  -0.23906  -2.45092  -3.27225  -0.359
C  1.09085  -2.85341  -3.51331  -0.117
H  1.87431  -2.10204  -3.63379  0.099
C  1.41426  -4.20827  -3.58557  -0.074
H  2.44997  -4.50603  -3.75120  0.109
C  0.41627  -5.18150  -3.45092  -0.079
H  0.66686  -6.24031  -3.54337  0.106
C  -0.90145  -4.78893  -3.19250  -0.080
H  -1.68120  -5.54281  -3.07785  0.106
C  -1.22778  -3.43688  -3.08074  -0.079
H  -2.25197  -3.13902  -2.85449  0.101
C  -2.42759  -0.51508  -3.09353  -0.389
C  -3.09207  -0.38260  -4.32388  -0.073
H  -2.51346  -0.33229  -5.24657  0.107
C  -4.48693  -0.32639  -4.36186  -0.072
H  -4.99653  -0.25929  -5.32525  0.108
C  -5.22999  -0.36920  -3.17925  -0.073
H  -6.32150  -0.33861  -3.21480  0.108
C  -4.56937  -0.44870  -1.94738  -0.071
H  -5.14404  -0.46660  -1.02032  0.112
C  -3.17657  -0.51179  -1.89438  -0.118
H  -2.67635  -0.56035  -0.91775  0.062
O  -2.22709  0.64056  1.44125  -0.076
C  -1.34863  0.42704  2.30099  -0.581
N  -1.37133  0.70955  3.66217  0.149
C  -0.02731  0.74502  4.19892  -0.282
C  0.72528  -0.00591  3.06554  -0.437
O  1.87451  -0.45291  3.11952  0.056
N  -0.10992  -0.10063  1.98741  0.009
C  0.49543  2.19282  4.34195  -0.148
C  1.84850  2.44695  4.10559  -0.029
C  2.37064  3.73755  4.25875  -0.064
C  1.54432  4.77331  4.69596  -0.087
C  0.18649  4.52556  4.93225  -0.074
C  -0.34678  3.23952  4.73732  -0.025
C  0.12706  -0.11571  5.43422  -0.149
C  0.83028  0.27884  6.57969  -0.005
C  1.12784  -0.68697  7.55593  -0.075
C  0.70047  -2.00637  7.40646  -0.089
C  -0.03693  -2.37781  6.27436  -0.067
C  -0.35238  -1.41873  5.30947  -0.029
H  -2.15030  1.26266  4.02286  0.154
H  2.49682  1.62153  3.80581  0.111
H  3.42480  3.90000  4.03517  0.107
H  1.95509  5.77118  4.84406  0.102
H  -0.47264  5.32359  5.26893  0.102
H  -1.41387  3.06920  4.91082  0.109
H  1.17414  1.31018  6.68334  0.116
H  1.72278  -0.39446  8.41779  0.101
H  0.95145  -2.75414  8.15687  0.100
H  -0.35233  -3.40557  6.10887  0.102
H  -0.92714  -1.69913  4.41975  0.123

The value obtained for the electronic energy is -3238.6209 hartree. As for the HOMO energy (spin up / spin down): -0.2825 / -0.2850 Ha. The gap between HOMO and LUMO (spin up / spin down) is 0.2188 / 0.2904 Eh. Its spin multiplicity is 7.